No. 1
ORCA calculation (ωB97M-V with the def2-TZVPD basis set) on 2 unconnected molecules or ions with the total composition C51H55NO3PSi at a distorted geometry.

Output
* E_HOMO: -9.917 eV
* calculated total energy: -2887.5210 hartree
* net charge: +1
* HOMO-LUMO gap: 5.426 eV

Geometry (Å):
C -6.896 -2.297 -4.848
Si -6.881 -2.117 -3.004
C -8.317 -1.121 -2.381
C -6.881 -3.786 -2.183
O -5.532 -1.230 -2.580
C -4.161 -1.384 -2.235
C -4.030 -1.784 -0.752
C -5.058 -1.513 0.150
C -4.896 -1.827 1.502
C -3.686 -2.356 1.951
C -2.648 -2.616 1.050
C -2.827 -2.347 -0.309
C -3.582 -2.420 -3.217
C -3.642 -3.781 -2.895
C -3.480 -4.753 -3.895
C -3.194 -4.362 -5.205
C -3.059 -3.003 -5.505
C -3.269 -2.031 -4.521
C -3.562 0.075 -2.330
C -4.449 1.106 -1.587
C -3.783 1.418 -0.247
C -2.335 0.911 -0.347
N -2.248 0.259 -1.652
C -1.077 0.136 -2.263
C 0.195 0.272 -1.676
C 0.704 0.126 -0.380
C 1.695 -0.901 -0.164
C 2.019 -1.406 1.126
C 3.006 -2.376 1.276
C 3.687 -2.897 0.165
C 3.351 -2.447 -1.111
C 2.401 -1.453 -1.273
H -7.871 -2.694 -5.166
H -6.744 -1.320 -5.322
H -6.113 -2.979 -5.198
H -9.249 -1.620 -2.681
H -8.312 -1.030 -1.288
H -8.310 -0.115 -2.815
H -7.916 -4.161 -2.170
H -6.265 -4.506 -2.735
H -6.519 -3.736 -1.148
H -5.993 -1.071 -0.209
H -5.726 -1.641 2.188
H -3.556 -2.580 3.011
H -1.695 -3.034 1.384
H -2.045 -2.584 -1.039
H -3.868 -4.094 -1.873
H -3.591 -5.808 -3.638
H -3.081 -5.118 -5.986
H -2.802 -2.684 -6.518
H -3.237 -0.973 -4.784
H -3.468 0.354 -3.391
H -4.419 2.016 -2.204
H -5.493 0.786 -1.503
H -3.783 2.493 -0.034
H -4.288 0.923 0.587
H -1.621 1.745 -0.255
H -2.077 0.197 0.458
H -1.107 -0.088 -3.334
H 0.938 0.375 -2.477
H 0.353 0.721 0.474
H 1.465 -1.021 1.982
H 3.250 -2.735 2.278
H 4.475 -3.641 0.294
H 3.832 -2.860 -1.999
H 2.176 -1.100 -2.285
C -1.582 3.351 2.845
C -0.198 2.971 3.295
O 0.469 2.334 2.176
C 1.766 2.099 2.500
C 2.655 1.649 1.433
P 4.316 1.911 1.893
C 4.720 3.621 2.329
C 5.157 3.955 3.617
C 5.445 5.284 3.931
C 5.266 6.286 2.971
C 4.788 5.962 1.697
C 4.513 4.631 1.373
C 5.031 0.912 3.228
C 6.428 0.787 3.362
C 6.976 0.171 4.488
C 6.135 -0.366 5.469
C 4.748 -0.315 5.301
C 4.203 0.322 4.187
C 5.445 1.534 0.541
C 6.426 2.433 0.094
C 7.299 2.057 -0.926
C 7.206 0.776 -1.481
C 6.242 -0.131 -1.020
C 5.351 0.254 -0.018
O 2.134 2.281 3.681
H -1.991 4.076 3.554
H -1.565 3.821 1.856
H -2.256 2.492 2.824
H 0.357 3.874 3.592
H -0.233 2.283 4.147
H 2.365 1.784 0.398
H 5.272 3.169 4.364
H 5.808 5.522 4.932
H 5.505 7.320 3.222
H 4.633 6.741 0.949
H 4.155 4.377 0.373
H 7.088 1.185 2.591
H 8.061 0.115 4.593
H 6.561 -0.819 6.362
H 4.076 -0.750 6.041
H 3.127 0.412 4.091
H 6.506 3.423 0.543
H 8.041 2.775 -1.280
H 7.889 0.482 -2.278
H 6.180 -1.137 -1.443
H 4.575 -0.428 0.344

***

No. 2
ORCA calculation (ωB97M-V with the def2-TZVPD basis set) on a molecular structure, C51H56LaNOP2Sb at a distorted geometry.

Output
* E_HOMO: -15.198 eV
* calculated total energy: -3060.5436 hartree
* net charge: +3
* HOMO-LUMO gap: 6.002 eV

Geometry (Å):
La -0.516 -0.255 -1.317
O -2.501 -0.234 0.543
C -2.836 -0.733 1.810
C -3.966 -0.321 2.544
C -4.270 -0.951 3.758
C -3.523 -2.063 4.122
C -2.426 -2.482 3.383
C -1.999 -1.745 2.261
P -0.636 -2.360 1.229
C -1.131 -4.093 0.970
C -2.432 -4.482 1.273
C -2.758 -5.851 1.375
C -1.846 -6.830 0.957
C -0.583 -6.402 0.501
C -0.199 -5.082 0.605
C 0.795 -2.600 2.354
C 0.743 -2.090 3.662
C 1.701 -2.457 4.586
C 2.730 -3.348 4.238
C 2.828 -3.820 2.932
C 1.943 -3.320 1.959
C -3.430 0.492 -0.314
C -4.566 -0.130 -0.703
C -5.460 0.493 -1.519
C -5.213 1.867 -1.888
C -4.052 2.503 -1.493
C -3.124 1.819 -0.658
P -1.659 2.700 -0.014
C -2.193 3.698 1.401
C -1.424 3.609 2.651
C -1.629 4.421 3.712
C -2.676 5.414 3.611
C -3.369 5.547 2.435
C -3.202 4.619 1.329
C -1.023 3.967 -1.083
C -0.307 5.134 -0.652
C -0.064 6.097 -1.603
C -0.462 5.933 -2.953
C -0.946 4.676 -3.406
C -1.251 3.741 -2.459
H -4.655 0.437 2.219
H -5.121 -0.578 4.367
H -3.853 -2.597 5.027
H -1.837 -3.263 3.765
H -3.267 -3.853 1.524
H -3.715 -6.135 1.784
H -2.161 -7.915 0.849
H 0.142 -7.119 0.176
H 0.828 -4.882 0.310
H -0.074 -1.411 3.918
H 1.592 -2.051 5.657
H 3.651 -3.460 4.849
H 3.569 -4.594 2.670
H 2.189 -3.519 0.952
H -4.741 -1.104 -0.265
H -6.332 0.012 -1.920
H -6.017 2.364 -2.478
H -3.804 3.523 -1.840
H -0.725 2.827 2.664
H -1.119 4.262 4.696
H -2.808 6.231 4.330
H -4.124 6.341 2.335
H -3.874 4.736 0.475
H -0.069 5.232 0.448
H 0.331 7.065 -1.370
H -0.214 6.707 -3.656
H -1.275 4.518 -4.448
H -1.590 2.798 -2.779
N -2.517 -3.425 -2.522
C -1.659 -2.409 -2.935
C -0.306 -2.581 -2.874
C 0.570 -1.700 -3.497
C 0.056 -0.524 -4.073
C -1.322 -0.196 -3.939
C -2.179 -1.139 -3.273
H -2.146 -4.363 -2.555
H -3.454 -3.422 -2.926
H 0.024 -3.512 -2.490
H 1.621 -1.962 -3.616
H 0.660 0.154 -4.630
H -1.685 0.735 -4.332
H -3.263 -0.896 -3.285
C 4.353 -0.808 1.443
C 3.334 0.188 0.926
C 3.600 1.596 1.504
Sb 3.043 0.347 -1.235
C 4.613 -1.112 -2.049
C 6.095 -0.930 -1.730
C 4.235 -2.502 -1.735
C 3.404 2.484 -1.787
C 3.119 2.678 -3.333
C 4.786 3.009 -1.343
H 4.272 -0.853 2.531
H 5.386 -0.609 1.033
H 4.219 -1.870 1.066
H 2.285 -0.107 1.140
H 4.626 2.019 1.468
H 3.474 1.515 2.587
H 2.868 2.343 1.154
H 4.363 -0.807 -3.107
H 6.327 0.092 -1.363
H 6.751 -1.153 -2.616
H 6.438 -1.654 -0.878
H 3.189 -2.797 -1.904
H 4.628 -2.868 -0.706
H 4.885 -3.085 -2.491
H 2.622 2.834 -1.112
H 3.909 3.253 -3.836
H 2.120 3.228 -3.465
H 2.975 1.736 -3.930
H 5.636 2.632 -2.010
H 5.057 2.700 -0.343
H 4.997 4.087 -1.328

***

No. 3
ORCA calculation (ωB97M-V with the def2-TZVPD basis set) on 8 unconnected molecules or ions with the total composition C51H58ClFN7O18P2 at a distorted geometry.

Output
* E_HOMO: -4.051 eV
* calculated total energy: -4958.0537 hartree
* net charge: -1
* HOMO-LUMO gap: 4.076 eV

Geometry (Å):
C -3.163 3.965 4.712
C -2.410 2.666 4.748
O -1.882 2.463 6.075
P -0.338 2.095 6.126
O 0.040 1.833 7.501
C 0.535 3.500 5.488
C 2.006 3.275 5.132
P 2.370 3.594 3.276
O 3.773 4.588 3.668
F 1.073 2.535 2.891
C 2.676 3.852 1.414
C 1.821 4.822 0.637
C 1.999 4.561 -0.837
Cl 0.054 4.682 0.945
O -0.115 0.776 5.274
C -1.201 -0.157 5.390
C -0.726 -1.571 5.386
H -3.921 3.912 3.950
H -2.505 4.791 4.526
H -3.666 4.097 5.653
H -1.626 2.678 4.008
H -3.096 1.871 4.511
H 0.439 4.221 6.278
H 0.027 3.928 4.635
H 2.621 3.898 5.758
H 2.274 2.262 5.390
H 1.507 4.741 3.332
H 3.261 2.430 3.231
H 4.429 3.964 4.004
H 3.675 4.250 1.358
H 2.703 2.923 0.895
H 2.148 5.825 0.833
H 1.782 3.514 -0.987
H 3.018 4.713 -1.148
H 1.291 5.107 -1.441
H -1.856 -0.007 4.545
H -1.783 0.018 6.281
H -0.258 -1.847 6.315
H -1.578 -2.223 5.275
H -0.053 -1.782 4.582
C 2.934 -1.499 -0.013
C 3.173 -2.851 -0.226
C 2.639 -3.792 0.636
C 1.867 -3.361 1.700
C 1.628 -2.022 1.928
C 2.165 -1.088 1.067
N 1.277 -4.345 2.612
O 1.513 -5.528 2.425
O 0.578 -3.903 3.500
H 3.348 -0.763 -0.690
H 3.773 -3.171 -1.066
H 2.822 -4.844 0.473
H 1.028 -1.699 2.765
H 1.980 -0.043 1.240
C -1.395 2.094 -5.440
C -1.025 3.385 -5.088
C 0.237 3.629 -4.576
C 1.110 2.571 -4.429
C 0.759 1.279 -4.767
C -0.506 1.038 -5.277
N 2.461 2.833 -3.902
O 2.729 3.976 -3.594
O 3.223 1.886 -3.800
H -2.382 1.907 -5.843
H -1.720 4.203 -5.212
H 0.534 4.628 -4.296
H 1.460 0.468 -4.636
H -0.797 0.027 -5.551
C -2.310 -2.533 -11.240
C -3.411 -1.978 -10.604
C -3.335 -1.624 -9.268
C -2.146 -1.829 -8.597
C -1.038 -2.381 -9.211
C -1.127 -2.736 -10.544
N -2.057 -1.443 -7.185
O -3.052 -0.977 -6.652
O -0.996 -1.598 -6.610
H -2.374 -2.811 -12.283
H -4.332 -1.823 -11.148
H -4.187 -1.196 -8.764
H -0.122 -2.537 -8.662
H -0.274 -3.175 -11.041
C -4.064 -1.564 -3.813
C -4.473 -2.890 -3.754
C -5.257 -3.333 -2.703
C -5.626 -2.433 -1.724
C -5.225 -1.111 -1.757
C -4.438 -0.678 -2.811
N -6.482 -2.896 -0.618
O -6.804 -4.071 -0.608
O -6.822 -2.079 0.215
H -3.457 -1.226 -4.639
H -4.180 -3.581 -4.533
H -5.578 -4.362 -2.652
H -5.521 -0.428 -0.976
H -4.118 0.353 -2.853
C 3.307 7.270 10.075
C 2.381 6.238 10.124
C 1.439 6.101 9.119
C 1.446 7.005 8.077
C 2.354 8.041 8.009
C 3.291 8.172 9.020
N 0.459 6.845 6.994
O -0.334 5.929 7.104
O 0.507 7.623 6.061
H 4.046 7.370 10.859
H 2.395 5.533 10.944
H 0.717 5.298 9.146
H 2.337 8.733 7.182
H 4.013 8.976 8.981
C -5.914 -7.485 -8.199
C -4.950 -7.188 -7.246
C -3.737 -6.645 -7.631
C -3.512 -6.405 -8.972
C -4.454 -6.699 -9.937
C -5.664 -7.244 -9.543
N -2.231 -5.806 -9.382
O -1.414 -5.570 -8.512
O -2.064 -5.569 -10.565
H -6.863 -7.904 -7.894
H -5.145 -7.376 -6.200
H -2.982 -6.411 -6.896
H -4.252 -6.506 -10.979
H -6.413 -7.478 -10.285
C 5.811 -5.422 5.478
C 5.149 -5.134 4.294
C 5.243 -3.870 3.736
C 6.005 -2.913 4.374
C 6.668 -3.179 5.556
C 6.567 -4.444 6.109
N 6.129 -1.569 3.778
O 5.518 -1.349 2.754
O 6.839 -0.766 4.356
H 5.739 -6.411 5.910
H 4.557 -5.894 3.801
H 4.726 -3.650 2.813
H 7.253 -2.413 6.039
H 7.080 -4.667 7.034

***

No. 4
ORCA calculation (ωB97M-V with the def2-TZVPD basis set) on a molecular structure, C51H61Cl3N4O5PbSSb2.

Output
* E_HOMO: -12.458 eV
* calculated total energy: -5026.8978 hartree
* net charge: +2
* HOMO-LUMO gap: 8.080 eV

Geometry (Å):
Pb 0.147 0.205 0.231
C -4.466 0.363 -1.190
C -4.950 -0.372 0.057
C -4.198 -1.653 0.412
Sb -2.334 -1.429 1.421
C -3.038 -0.797 3.322
C -4.395 -0.667 3.603
C -4.817 -0.304 4.874
C -3.889 -0.073 5.877
C -2.534 -0.204 5.607
C -2.112 -0.556 4.334
C -1.854 -3.440 1.851
C -0.742 -3.715 2.641
C -0.416 -5.026 2.953
C -1.191 -6.069 2.467
C -2.293 -5.801 1.670
C -2.625 -4.489 1.362
Sb -2.685 1.530 -0.987
C -2.861 2.723 -2.730
C -3.622 2.323 -3.822
C -3.710 3.132 -4.949
C -3.048 4.348 -4.983
C -2.285 4.753 -3.895
C -2.178 3.936 -2.780
C -3.304 2.928 0.491
C -4.633 3.127 0.852
C -4.965 4.047 1.837
C -3.974 4.782 2.471
C -2.646 4.603 2.112
C -2.317 3.677 1.131
H -5.232 1.063 -1.529
H -4.279 -0.338 -2.003
H -5.991 -0.655 -0.126
H -4.978 0.309 0.912
H -4.003 -2.248 -0.480
H -4.801 -2.262 1.088
H -5.145 -0.860 2.847
H -5.874 -0.210 5.080
H -4.220 0.206 6.868
H -1.806 -0.034 6.389
H -1.049 -0.643 4.139
H -0.122 -2.912 3.024
H 0.441 -5.234 3.579
H -0.937 -7.092 2.710
H -2.901 -6.612 1.292
H -3.496 -4.298 0.748
H -4.165 1.386 -3.807
H -4.312 2.818 -5.790
H -3.134 4.987 -5.851
H -1.788 5.713 -3.912
H -1.586 4.270 -1.934
H -5.426 2.575 0.363
H -6.003 4.196 2.105
H -4.238 5.499 3.235
H -1.872 5.191 2.588
H -1.274 3.560 0.845
O -0.370 1.309 2.495
H 0.340 1.968 2.558
H -1.204 1.770 2.669
O 2.009 2.159 1.455
H 2.868 1.726 1.341
H 2.060 2.969 0.933
O -1.916 -1.798 -1.885
H -0.958 -1.829 -2.033
H -2.279 -2.523 -2.405
C 1.663 5.224 -3.514
C 2.572 4.016 -3.267
C 2.864 3.283 -4.580
C 3.874 4.443 -2.581
C 1.861 3.082 -2.368
N 1.318 2.354 -1.664
H 2.154 5.892 -4.221
H 1.483 5.775 -2.592
H 0.706 4.919 -3.934
H 3.427 3.949 -5.234
H 1.941 3.010 -5.091
H 3.460 2.386 -4.411
H 4.392 5.155 -3.223
H 4.534 3.593 -2.410
H 3.674 4.931 -1.628
Cl 4.670 4.609 5.032
C 4.816 2.903 4.795
C 4.859 2.052 5.890
C 4.982 0.692 5.676
C 5.054 0.148 4.393
C 5.206 -1.349 4.246
C 3.871 -2.096 4.395
N 3.068 -2.006 3.182
C 3.179 -2.846 2.102
C 2.323 -2.367 1.160
N 1.704 -1.239 1.645
C 2.185 -1.049 2.859
O 6.061 -1.837 5.257
C 7.246 -2.467 4.767
C 6.954 -3.619 3.851
C 6.332 -4.775 4.225
Cl 5.786 -5.180 5.799
S 6.127 -5.876 2.930
C 6.883 -4.793 1.842
C 7.270 -3.645 2.461
C 4.994 1.035 3.330
Cl 5.021 0.453 1.673
C 4.891 2.406 3.507
H 4.814 2.456 6.891
H 5.056 0.025 6.524
H 5.596 -1.581 3.251
H 3.286 -1.721 5.234
H 4.080 -3.149 4.575
H 3.838 -3.697 2.118
H 2.096 -2.762 0.186
H 1.903 -0.264 3.542
H 7.781 -2.794 5.658
H 7.870 -1.734 4.245
H 7.023 -5.073 0.812
H 7.784 -2.839 1.957
H 4.879 3.075 2.660
C -0.074 0.453 -4.020
N 1.112 -0.387 -4.037
C 1.842 -0.467 -5.295
C 1.475 -1.121 -2.996
O 0.872 -1.193 -1.912
H 0.179 1.442 -4.400
H -0.441 0.548 -3.002
H -0.855 0.020 -4.648
H 2.148 0.531 -5.607
H 1.210 -0.901 -6.071
H 2.726 -1.086 -5.168
H 2.391 -1.701 -3.158